No. 1
{
  "formula": "C31H85BN7O5",
  "method": "ωB97M-V with the def2-TZVPD basis set",
  "lumo_energy_ev": -10.208,
  "energy_ha": -2014.51342,
  "total_charge": 5,
  "elements": ["B", "H", "H", "H", "H", "C", "C", "N", "C", "C", "N", "C", "C", "H", "H", "H", "H", "H", "H", "H", "H", "H", "H", "H", "C", "N", "C", "C", "C", "C", "O", "H", "H", "H", "H", "H", "H", "H", "H", "H", "H", "H", "H", "H", "H", "C", "N", "C", "C", "C", "C", "O", "H", "H", "H", "H", "H", "H", "H", "H", "H", "H", "H", "H", "H", "H", "C", "N", "C", "C", "C", "C", "O", "H", "H", "H", "H", "H", "H", "H", "H", "H", "H", "H", "H", "H", "H", "C", "N", "C", "C", "C", "C", "O", "H", "H", "H", "H", "H", "H", "H", "H", "H", "H", "H", "H", "H", "H", "C", "N", "C", "C", "C", "C", "O", "H", "H", "H", "H", "H", "H", "H", "H", "H", "H", "H", "H", "H", "H"],
  "coordinates": [[-0.45, 0.24, -0.09], [-0.24, 0.24, 1.04], [0.31, 0.91, -0.64], [-0.37, -0.80, -0.58], [-1.49, 0.69, -0.25], [4.75, 1.00, 1.38], [3.23, 1.24, 1.20], [2.76, 2.55, 1.57], [1.53, 3.03, 1.23], [1.49, 4.38, 1.59], [2.69, 4.64, 2.17], [3.47, 3.54, 2.14], [3.20, 5.96, 2.60], [5.37, 1.70, 0.82], [5.04, 0.02, 1.00], [5.04, 1.09, 2.43], [2.70, 0.44, 1.70], [3.08, 1.08, 0.13], [0.78, 2.43, 0.74], [0.65, 5.06, 1.52], [4.42, 3.53, 2.65], [4.20, 6.05, 2.18], [3.27, 5.94, 3.68], [2.55, 6.73, 2.20], [3.39, 3.48, -3.35], [1.99, 3.98, -3.60], [1.87, 5.31, -2.84], [1.70, 4.32, -5.07], [0.91, 2.98, -3.15], [1.03, 1.56, -3.71], [-0.02, 0.78, -3.16], [4.14, 4.21, -3.63], [3.43, 2.65, -4.06], [3.46, 3.08, -2.34], [0.87, 5.67, -3.07], [2.67, 5.98, -3.12], [2.00, 4.97, -1.81], [1.88, 3.45, -5.70], [2.39, 5.10, -5.36], [0.66, 4.64, -5.10], [0.00, 3.50, -3.42], [1.03, 2.97, -2.07], [1.98, 1.11, -3.39], [1.07, 1.55, -4.80], [0.19, 0.54, -2.24], [-6.34, -2.93, -0.18], [-5.14, -3.06, 0.71], [-5.39, -2.12, 1.92], [-5.06, -4.49, 1.21], [-3.88, -2.65, -0.02], [-2.67, -2.36, 0.91], [-2.64, -0.98, 1.16], [-6.54, -1.87, -0.34], [-7.23, -3.36, 0.27], [-6.09, -3.41, -1.12], [-6.35, -2.37, 2.38], [-5.38, -1.10, 1.56], [-4.61, -2.32, 2.65], [-4.97, -5.09, 0.31], [-5.97, -4.75, 1.75], [-4.19, -4.53, 1.87], [-4.07, -1.78, -0.65], [-3.58, -3.41, -0.75], [-1.78, -2.71, 0.38], [-2.69, -2.99, 1.81], [-1.85, -0.57, 0.70], [4.03, -2.90, 2.69], [3.15, -4.11, 2.48], [3.54, -4.65, 1.13], [3.57, -5.12, 3.55], [1.67, -3.77, 2.58], [1.20, -2.36, 2.18], [1.30, -2.11, 0.79], [3.77, -2.26, 1.84], [5.08, -3.17, 2.62], [3.78, -2.50, 3.67], [3.32, -3.84, 0.44], [2.83, -5.45, 0.91], [4.58, -4.95, 1.07], [4.64, -5.28, 3.45], [2.97, -6.02, 3.52], [3.49, -4.61, 4.51], [1.44, -3.89, 3.64], [1.12, -4.50, 2.00], [1.62, -1.52, 2.75], [0.14, -2.24, 2.40], [0.78, -1.32, 0.51], [-1.73, 2.05, 3.04], [-2.84, 2.97, 2.62], [-3.04, 2.96, 1.10], [-4.13, 2.43, 3.28], [-2.57, 4.36, 3.20], [-3.55, 5.42, 2.81], [-4.76, 5.21, 3.53], [-1.93, 0.99, 2.88], [-1.29, 2.40, 3.96], [-0.97, 2.14, 2.25], [-3.45, 2.00, 0.79], [-2.15, 3.11, 0.49], [-3.83, 3.61, 0.73], [-4.13, 1.40, 2.93], [-4.97, 3.02, 2.93], [-4.09, 2.49, 4.36], [-1.62, 4.69, 2.77], [-2.50, 4.31, 4.29], [-3.79, 5.42, 1.74], [-3.16, 6.39, 3.12], [-5.29, 5.99, 3.29], [1.67, -2.57, -4.37], [0.90, -3.57, -3.50], [0.91, -4.87, -4.27], [1.75, -3.81, -2.29], [-0.50, -3.12, -3.06], [-1.35, -2.57, -4.18], [-1.58, -3.47, -5.27], [1.59, -1.61, -3.86], [1.22, -2.62, -5.36], [2.67, -2.95, -4.51], [1.94, -5.06, -4.55], [0.17, -4.76, -5.05], [0.62, -5.67, -3.58], [2.68, -4.35, -2.43], [1.25, -4.42, -1.53], [1.88, -2.89, -1.72], [-0.30, -2.39, -2.27], [-0.95, -3.97, -2.55], [-0.94, -1.62, -4.54], [-2.34, -2.32, -3.78], [-1.74, -2.92, -6.05]]
}



No. 2
{
  "formula": "C4H11NO2",
  "method": "ωB97M-V with the def2-TZVPD basis set",
  "lumo_energy_ev": 0.748,
  "de_lowest_kj_mol": 220.59,
  "smiles": "C[C@H](O)[C@H](N)CO",
  "energy_ha": -364.18415,
  "elements": ["C", "O", "C", "C", "C", "O", "N", "H", "H", "H", "H", "H", "H", "H", "H", "H", "H", "H"],
  "coordinates": [[-1.14, 0.81, -0.48], [-1.62, 2.12, -0.18], [0.19, 0.61, 0.27], [0.75, -0.93, 0.25], [0.80, -1.45, -1.30], [0.07, -1.92, 0.97], [0.02, 1.09, 1.64], [-1.14, 0.85, -1.58], [-1.86, 0.00, -0.14], [-0.92, 2.76, -0.51], [0.90, 1.21, -0.24], [1.80, -0.81, 0.56], [1.41, -2.39, -1.27], [1.40, -0.77, -1.99], [-0.29, -1.50, -1.74], [-0.63, -1.40, 1.44], [0.94, 1.08, 2.07], [-0.68, 0.65, 2.21]]
}